This record from the Open Molecules 2025 dataset describes one molecule with the formula C4H7N2P. The level of theory is ωB97M-V/def2-TZVPD.

Output
Structure (SMILES): CCc1cn[nH]p1
Calculated total energy: -16528.04765 eV
LUMO: 0.29 eV
Energy relative to the best compared isomer or geometry (same formula, charge and spin): 40.6 kcal per mole

Structure (ORCA input):
```
! RIJCOSX wB97M-V def2-TZVPD def2/J DEFGRID3
* xyz 0 1
P 2.02807 1.27017 -0.19215
H -0.73963 1.88460 0.11210
C 1.68990 -1.32034 0.11268
C -1.26791 0.85557 0.43649
H -1.06059 0.59579 1.39213
H -0.89888 -1.31765 -0.17483
C 0.78367 -0.35622 -0.14191
H 4.13909 0.47349 0.42762
N 3.02066 -1.12969 0.22947
H 1.27632 -2.28480 -0.01019
H -0.88149 -0.18286 -1.48707
H -2.30099 1.14604 0.25408
C -0.62210 -0.30983 -0.37240
N 3.26044 0.11951 0.09036
*
```

The computed Löwdin charges, all in e, follow: 0.925, 0.093, -0.258, -0.103, 0.023, 0.093, -0.389, 0.074, -0.046, 0.093, 0.138, 0.062, -0.307, -0.398